{
  "formula": "C20H26ClNO2RhSiTe4",
  "method": "the ωB97M-V functional and the def2-TZVPD basis",
  "symbols": ["Rh", "Te", "Te", "Te", "Te", "C", "Si", "C", "N", "C", "C", "C", "C", "C", "C", "C", "C", "C", "C", "C", "C", "C", "C", "C", "C", "C", "H", "H", "H", "H", "H", "H", "H", "H", "H", "H", "H", "H", "H", "H", "H", "H", "H", "H", "H", "H", "H", "H", "H", "H", "Cl", "C", "H", "H", "O", "O"],
  "positions_angstrom": [[1.25, 2.01, 2.20], [-1.03, 1.64, 3.55], [-3.43, -0.69, 2.43], [-3.75, -1.65, -0.33], [1.97, 0.34, -0.45], [0.83, 2.24, -0.06], [-2.03, 0.21, -0.20], [-0.53, -2.22, 0.61], [2.91, -0.98, 1.04], [2.58, -1.31, 2.42], [3.65, -2.20, 3.06], [3.82, -3.48, 2.27], [4.20, -3.11, 0.85], [3.15, -2.19, 0.24], [-1.31, 0.19, -1.99], [-1.27, 1.32, -2.81], [-0.66, 1.29, -4.05], [-0.09, 0.12, -4.53], [-0.14, -1.03, -3.75], [-0.73, -0.98, -2.49], [-3.19, 1.74, -0.36], [-3.30, 2.77, 0.56], [-4.27, 3.76, 0.43], [-5.15, 3.74, -0.63], [-5.03, 2.73, -1.59], [-4.06, 1.76, -1.46], [-0.22, 2.12, -0.28], [1.35, 3.01, -0.63], [-0.50, -3.31, 0.59], [-1.73, -0.80, 1.94], [1.61, -1.81, 2.56], [2.56, -0.37, 2.97], [3.36, -2.41, 4.09], [4.59, -1.65, 3.08], [2.87, -4.04, 2.26], [4.57, -4.12, 2.72], [4.31, -4.00, 0.21], [5.16, -2.58, 0.87], [2.22, -2.78, 0.09], [3.49, -1.88, -0.75], [-1.72, 2.24, -2.46], [-0.62, 2.20, -4.65], [0.39, 0.10, -5.50], [0.29, -1.95, -4.11], [-0.76, -1.88, -1.89], [-2.62, 2.81, 1.41], [-4.34, 4.54, 1.18], [-5.92, 4.50, -0.73], [-5.70, 2.71, -2.44], [-3.95, 1.01, -2.23], [-0.54, -0.57, 1.09], [-0.14, 0.81, 1.83], [0.57, -0.16, 0.17], [0.23, -1.16, 2.17], [3.26, 1.87, 1.42], [3.53, 1.52, 0.06]],
  "e_homo_ev": [-3.4, -4.3],
  "charge": -1,
  "spin_multiplicity": 5,
  "energy_ev": -79304.04160,
  "orbital_gap_ha": [0.1836, 0.1892],
  "e_lumo_ev": [1.55, 0.85]
}